Record 1
The following is a quantum chemistry calculation of a cluster of 2 separate species, C4H7ClF2NO3P in total at a distorted geometry, from the Open Molecules 2025 dataset.

```
19
C4H7ClF2NO3P, DFT ωB97M-V/def2-TZVPD
P 0.0324 -1.7966 2.0397
C 0.7374 1.2155 0.1860
Cl -1.5862 1.4065 3.1984
H -1.7244 -2.2192 3.2008
H -0.7711 0.7161 -2.6967
O 0.5308 0.1579 -0.6393
H -0.2881 -0.8632 -3.0530
O -1.2224 -1.5045 2.8494
C -1.1448 1.5898 1.5777
F 0.5333 -3.1108 2.8630
H -1.6492 2.1448 0.8545
H 2.0878 -0.4348 -1.7370
H 0.5502 0.5284 -4.0909
F -0.6017 -2.7958 0.9149
H 1.6573 1.2836 -1.8085
C 0.1400 0.1526 -3.0146
O 1.5279 2.1092 -0.0383
C 1.2072 0.2962 -1.9208
N -0.0163 1.1243 1.3147
```

## Properties
- DFT total energy (hartree) = -1438.4246
- maximum force (eV/Å) = 4.00
- M (g/mol) = 221.5
- ΔE to the lowest compared entry with this formula, charge and spin (kcal per mole) = 0.0
- SMILES string = CCOC(=O)/N=C/Cl.OP(F)F
- HOMO energy (eV) = -10.30
- HOMO-LUMO gap (hartree) = 0.393

These are the natural (NBO) partial charges, in e, on atoms 1 to 6: P 1.72; C 0.87; Cl 0.06; H 0.52; H 0.22; O -0.52

Record 2
The following is a quantum chemistry calculation of a cluster of 11 separate species, C50H85Cl20N4O4S in total at a distorted geometry, from the Open Molecules 2025 dataset.

```
164
C50H85Cl20N4O4S, DFT ωB97M-V/def2-TZVPD
C -1.0546 1.7200 -3.4359
Cl 5.9688 -3.1388 1.2361
H -8.8117 -9.5694 0.2551
C 3.9273 7.6869 3.5125
H 10.6103 -4.9260 -1.2648
H 5.0077 8.9917 2.2059
C 1.5012 1.0127 1.2457
H -4.5774 -8.8834 -0.6845
C -2.7955 -2.2889 -6.9567
C 3.6400 -6.6256 1.3686
C 3.4965 2.5653 0.9570
H -4.7699 2.1841 -3.2075
C -0.7475 -2.4514 -0.3439
H 5.4722 -6.8350 0.3031
C -2.0601 5.4776 -0.7179
H 2.8147 -1.0311 5.2817
H 0.6735 2.9481 -3.8923
H 1.5979 -0.4385 -0.3109
C -3.7786 -8.6281 0.0081
H 3.7743 4.9733 0.1984
C -0.8012 4.4582 1.0748
C 6.2608 -1.6638 2.1852
H 2.5393 0.7010 5.1084
H -7.8582 -7.4797 -1.7706
N 0.8195 -0.4488 5.6798
S -2.9771 -2.2330 3.9061
C 5.0582 -1.3524 3.0372
H 0.3797 -3.3612 1.2958
H 4.1688 -6.4947 2.3107
Cl -2.3427 -9.5758 -0.4694
H -0.7841 5.3706 1.6698
C 10.1307 -4.0468 -0.8432
C -3.5155 -7.1500 -0.0530
Cl 0.0029 -5.7950 -5.5322
Cl -2.5615 -5.7939 -3.3018
C 0.3100 -1.0489 2.6490
H -3.6892 11.9140 3.8089
C -1.6484 -3.2601 -6.8625
H -2.9210 1.6649 1.9185
H -1.0920 -0.3153 -0.4219
C 0.0639 0.3538 4.7457
C -1.4892 -2.1749 3.5227
Cl 3.8584 -6.6377 -1.3816
Cl -6.9752 4.0348 -3.3755
H -2.4793 -1.3338 -7.3673
Cl 4.1666 7.3163 0.7745
C 0.4610 -2.5047 0.6417
Cl -3.5885 4.1849 -3.6133
C -1.0172 -2.0346 -2.7013
H 7.1333 -1.8496 2.8093
H 4.3976 2.2622 -0.9985
H -2.0787 -2.1588 -2.5026
H -1.7345 2.5613 -3.4799
O 0.6224 3.6745 2.6321
H 8.7495 -3.6656 -2.4283
H 0.1301 1.4013 5.0119
O -0.1613 -2.4890 -1.6348
Cl 3.6617 -0.8390 2.0295
H -0.7561 -6.5777 -2.0178
Cl -7.1080 -7.2391 0.4534
H -0.9945 0.1084 4.8067
H 2.2496 1.7642 -0.6194
C -3.2259 10.9314 3.7392
Cl -1.0703 9.3810 4.4028
H 5.2723 -0.5294 3.7177
H -4.0755 -8.9438 1.0049
H -0.0069 4.5382 0.3293
H -6.5124 2.4265 -5.0176
C -8.2579 -7.7752 -0.8042
H -5.0754 3.7481 2.1383
H 2.5888 -0.0287 6.7144
H -5.8275 4.0000 -5.4340
H 1.3493 -2.6635 0.0390
N 0.6872 -1.2382 1.3658
H 3.5494 5.1248 -2.4718
C 4.8171 7.9282 2.3231
H 4.7967 -5.2066 0.2389
H -2.9998 5.0223 2.1968
H -3.8388 10.2208 4.2874
C -4.7487 2.7049 0.3250
C -0.6261 -0.6225 -3.0538
C 4.2116 4.4288 -0.6400
H -1.8480 11.4016 5.3005
C 1.2101 0.9055 -3.5760
C -1.8261 10.9929 4.2918
H -3.9466 2.3245 -0.2981
H -1.1838 11.6206 3.6800
H -1.2998 -3.5199 -7.8607
C -1.5235 0.4398 -3.1369
Cl 2.1971 -5.5740 1.4431
H -4.0983 2.2516 -4.8403
H -9.1862 -7.2330 -0.6348
O -0.5534 3.3100 1.8955
C 1.0775 1.2438 2.5684
H -2.5100 -1.2813 -0.6674
Cl 2.4664 8.7036 3.4524
C 0.2991 1.9638 -3.6558
H -4.1253 2.0004 3.1999
H 4.7597 -2.2160 3.6262
C 4.4267 2.9784 -0.1789
H -9.3114 -9.5182 -1.4376
Cl -3.2501 10.4661 2.0187
H 3.6260 6.6458 3.6028
C -4.6366 2.8183 -4.0811
O 2.0004 2.8201 4.1055
Cl 10.1718 -4.1936 0.9339
H -3.5729 -2.7005 -7.5976
C 1.2684 2.6137 3.1795
H -1.3598 -3.3330 -0.1373
H 1.1037 -6.1420 -3.5071
H 3.9323 1.7279 1.4905
H -2.5787 0.2720 -2.9648
H -0.9994 -7.5594 -3.4622
Cl -7.0824 -10.2088 -1.2129
H -3.1139 -6.8577 -1.0148
Cl -0.2638 -2.5556 -5.9897
H 8.2115 -3.0662 -0.8572
H -4.4393 -6.6035 0.1173
H -3.0558 5.7707 -1.0287
H 5.1564 4.9056 -0.8887
H -2.7316 3.0195 3.0755
N -0.2648 -2.1239 3.3659
H 3.3013 -7.6560 1.3034
C 0.7340 -0.3721 -3.2811
H -1.8805 -1.1197 0.9517
H -0.8018 -2.6316 -3.5972
H 5.7704 7.4208 2.4617
H 1.4389 -1.1880 -3.1968
C 1.2952 -0.2337 0.7051
H -1.5842 6.3625 -0.2980
C -5.9600 3.2807 -4.6303
H -5.3906 3.3703 -0.2483
C 2.1225 2.0966 0.4065
H -5.3613 1.8567 0.6323
H 6.4941 -0.8479 1.5055
Cl -3.5421 -1.9799 -5.3620
H 5.4430 2.9499 0.2176
C 2.2713 -0.1772 5.6869
H 3.1676 3.5533 -2.1949
H -2.2007 3.4361 -0.2107
H 0.0935 -4.7012 -3.4553
H 4.4627 7.9695 4.4173
C -4.2154 3.3922 1.5708
C 0.1275 -5.7426 -3.7630
C 8.7268 -3.8803 -1.3613
H 0.7007 -1.4330 5.4915
H -1.9370 -4.1742 -6.3520
C 4.5487 -6.2640 0.2244
C -0.9487 -6.5401 -3.0881
H 10.7229 -3.1715 -1.1039
C -2.1223 4.3654 0.3503
C -1.5946 -1.2217 -0.0899
H 2.2731 1.0277 -3.7144
C 0.4951 0.1912 3.2892
Cl 7.7503 -5.3558 -1.1532
C -8.5152 -9.2577 -0.7428
C -3.3570 4.6154 1.2521
H 1.4523 2.9497 0.3956
Cl -2.3526 -6.6123 1.1999
H -1.5063 5.1503 -1.5920
H -4.0016 5.3611 0.7938
H 3.4179 3.3677 1.6854
N 3.2614 4.4619 -1.7685
C -3.4313 2.4352 2.4886
```

## Properties
- charge = +1
- DFT total energy (hartree) = -12077.9187
- maximum force (eV/Å) = 1.43
- M (g/mol) = 1547.4
- ΔE to the lowest compared entry with this formula, charge and spin (kcal per mole) = 0.0
- HOMO energy (eV) = -10.90
- HOMO-LUMO gap (hartree) = 0.279

These are the Löwdin partial charges, in e, on atoms 1 to 6: C -0.08; Cl 0.60; H 0.07; C -0.66; H 0.07; H 0.07

Record 3
The following is a quantum chemistry calculation of a structure of composition C6H9N at a distorted geometry, from the Open Molecules 2025 dataset.

```
16
C6H9N, DFT ωB97M-V/def2-TZVPD
H 1.4193 -2.4435 1.1647
H -0.4523 0.8185 -2.3407
H -1.0683 -0.0010 1.9293
H 1.7268 -0.1568 -1.4305
C -0.7797 1.1444 -1.3488
H -2.2708 -0.4235 0.6381
C 0.8594 -1.5121 1.2068
H -1.8350 1.4218 -1.3049
H 1.8528 0.6206 -1.4388
C -0.3143 0.4038 -0.0803
C 0.4352 -0.9208 -0.0603
N -0.5406 -1.6989 0.7175
H 0.9858 2.3335 -0.2755
H 1.0455 -0.8830 2.0804
C 0.1504 1.6815 -0.3724
C -1.2142 -0.3846 0.9153
```

## Properties
- DFT total energy (hartree) = -288.4725
- maximum force (eV/Å) = 1.28
- M (g/mol) = 95.1
- ΔE to the lowest compared entry with this formula, charge and spin (kcal per mole) = 194.3
- HOMO energy (alpha / beta) (eV) = -7.86 / -8.12
- HOMO-LUMO gap (alpha / beta) (hartree) = 0.285 / 0.302

These are the natural (NBO) partial charges, in e, on atoms 1 to 6: H 0.23; H 0.21; H 0.20; H 0.02; C -0.42; H 0.22